A cluster of 4 separate species, C31H79N9O5P3 in total, computed with the ωB97M-V functional and the def2-TZVPD basis.

Bonds (Å) are listed after each position.
Atoms and positions in Å:
1 H -5.10933 0.45653 1.79010  C9 1.093
2 H -2.65475 7.90923 0.98743  C21 1.096
3 H -6.76652 -4.65764 1.73843  C19 1.096
4 H -2.48479 0.48965 -2.68486  C42 1.175
5 H -0.74453 -2.30561 -2.24440  C22 1.181
6 C 9.23561 0.16972 -3.89064  H85 1.171, C87 1.640, C88 1.639, H125 1.194
7 H 4.16025 0.62984 4.76299  C75 1.092
8 C 3.47232 -2.04282 6.20207  H45 1.093, H57 1.096, N61 1.472, H110 1.096
9 C -5.04128 -0.36327 2.51043  H1 1.093, H29 1.092, N31 1.455, H58 1.096
10 O -5.20937 4.33368 1.17722  P114 1.548
11 C 3.23649 -3.34457 4.25978  H14 1.094, N61 1.481, H74 1.097, H120 1.095
12 H -5.82675 6.65839 1.78933  C24 1.095
13 P 1.69777 -1.15893 4.23843  O30 1.548, N44 1.692, N61 1.780, N66 1.723
14 H 2.43257 -3.93678 4.70620  C11 1.094
15 H 0.43210 -4.23947 -3.08078  C117 1.175
16 H -1.53192 4.75723 -0.46792  C23 1.092
17 H 0.67959 -1.63587 1.61550  C115 1.095
18 H -4.40930 6.17357 2.76393  C24 1.098
19 C -6.00435 -4.19457 1.10120  H3 1.096, H50 1.093, H60 1.096, N77 1.472
20 H -4.57160 7.82527 2.12701  C24 1.097
21 C -2.67864 6.84356 0.73042  H2 1.096, N34 1.455, H90 1.092, H107 1.093
22 C -0.26371 -2.01620 -3.28378  H5 1.181, H81 1.183, O104 1.476, C117 1.670
23 C -1.95336 3.93997 0.12078  H16 1.092, H36 1.093, H49 1.096, N91 1.444
24 C -4.74279 6.76563 1.90117  H12 1.095, H18 1.098, H20 1.097, N34 1.469
25 H -3.35460 5.24833 -3.62990  C127 1.096
26 C -4.54824 -2.71483 -1.54828  H68 1.096, H70 1.095, N84 1.459, H95 1.094
27 C -4.81872 -3.84786 3.10039  H48 1.094, N77 1.481, H83 1.097, H100 1.095
28 H 9.05786 -2.51577 -4.58540  C33 1.189
29 H -5.98925 -0.90500 2.53205  C9 1.092
30 O 0.38590 -0.47109 3.78740  P13 1.548
31 N -3.90181 -1.22705 2.23979  C9 1.455, P32 1.723, C71 1.469
32 P -3.81563 -2.46469 1.04471  N31 1.723, N77 1.780, N84 1.692, O109 1.548
33 C 7.94793 -2.12266 -4.75304  H28 1.189, H56 1.171, C88 1.671, C119 1.640
34 N -4.04888 6.35679 0.67315  C21 1.455, C24 1.469, P114 1.723
35 H -6.50233 -1.21734 -1.22612  C43 1.096
36 H -1.76381 4.11568 1.18318  C23 1.093
37 H 4.47289 -0.62611 3.06191  C108 1.092
38 H 2.32828 -2.32476 -2.37512  C51 1.185
39 H 7.02283 0.04458 -4.65961  C88 1.185
40 H -4.30646 7.17782 -2.98708  C82 1.097
41 H -5.46929 -0.08543 -0.35711  C43 1.093
42 C -1.98643 0.85404 -3.68511  H4 1.175, H93 1.191, C101 1.658, H112 1.191
43 C -5.87635 -1.09994 -0.33359  H35 1.096, H41 1.093, H62 1.092, N84 1.444
44 N 2.14226 0.17461 5.18077  P13 1.692, C75 1.444, C124 1.459
45 H 3.71229 -1.07147 6.64177  C8 1.093
46 N -3.88987 5.60680 -1.60061  C82 1.481, P114 1.780, C127 1.472
47 O -0.76736 0.00855 -5.76296  C101 1.361
48 H -4.14836 -4.68738 2.89516  C27 1.094
49 H -1.36025 3.06570 -0.17263  C23 1.096
50 H -6.56653 -3.75936 0.27115  C19 1.093
51 C 2.27211 -2.78338 -3.46669  H38 1.185, H72 1.172, C102 1.652, C117 1.656
52 H 3.56442 0.68991 2.27370  C108 1.093
53 H 3.40476 1.75055 5.83592  C75 1.096
54 H 8.36047 -0.13931 -5.97502  C88 1.192
55 C -3.73880 2.36623 -0.30671  H80 1.094, N91 1.459, H97 1.096, H99 1.095
56 H 7.56373 -2.60961 -5.74631  C33 1.171
57 H 2.61864 -2.47216 6.73845  C8 1.096
58 H -4.96094 0.08579 3.50752  C9 1.096
59 H 3.63324 -4.26208 -2.38782  C102 1.174
60 H -5.35268 -4.98435 0.71085  C19 1.096
61 N 3.20585 -1.94964 4.75693  C8 1.472, C11 1.481, P13 1.780
62 H -6.57764 -1.19548 0.49778  C43 1.092
63 H 6.43661 -1.44251 -3.17584  C119 1.180
64 H 1.41338 1.56906 6.63222  C124 1.096
65 H 5.80355 -4.05752 -2.39730  C111 1.193
66 N 2.41824 -1.04728 2.67771  P13 1.723, C108 1.455, C115 1.469
67 C 4.73590 -3.61993 -4.40217  H92 1.191, C102 1.667, C111 1.642
68 H -4.96142 -2.15904 -2.39720  C26 1.096
69 H 1.13569 0.07921 1.40456  C115 1.098
70 H -4.97697 -3.72182 -1.56983  C26 1.095
71 C -2.67042 -0.48693 2.54412  N31 1.469, H86 1.097, H94 1.098, H116 1.095
72 H 2.50395 -1.91209 -4.21523  C51 1.172
73 H -4.94590 7.46379 -1.38307  C82 1.095
74 H 4.19691 -3.82276 4.48625  C11 1.097
75 C 3.20665 1.12464 4.95773  H7 1.092, N44 1.444, H53 1.096, H121 1.093
76 H 8.05256 1.36898 -2.33954  C87 1.180
77 N -5.23477 -3.18264 1.84409  C19 1.472, C27 1.481, P32 1.780
78 H 0.50398 -3.56363 -4.83966  C117 1.171
79 H 0.23787 0.38574 6.09763  C124 1.094
80 H -4.66413 2.12330 0.22319  C55 1.094
81 H 0.38962 -1.03817 -3.16055  C22 1.183
82 C -4.76620 6.67948 -2.12530  H40 1.097, N46 1.481, H73 1.095, H105 1.094
83 H -5.68805 -4.21637 3.65791  C27 1.097
84 N -4.81955 -2.08146 -0.26264  C26 1.459, P32 1.692, C43 1.444
85 H 10.20025 -0.48218 -4.01640  C6 1.171
86 H -2.73060 0.01184 3.51919  C71 1.097
87 C 8.77032 0.43258 -2.34049  C6 1.640, H76 1.180, H89 1.188, H98 1.172
88 C 8.07567 -0.46062 -4.86275  C6 1.639, C33 1.671, H39 1.185, H54 1.192
89 H 9.71355 0.65342 -1.65297  C87 1.188
90 H -2.16641 6.78472 -0.23226  C21 1.092
91 N -3.36421 3.76514 -0.13250  C23 1.444, C55 1.459, P114 1.692
92 H 4.57261 -2.48375 -4.71826  C67 1.191
93 H -1.06548 1.55862 -3.41494  C42 1.191
94 H -2.46463 0.27606 1.78150  C71 1.098
95 H -3.47524 -2.80980 -1.73718  C26 1.094
96 H 4.06100 -0.75096 1.38698  C108 1.096
97 H -2.98014 1.66845 0.06457  C55 1.096
98 H 8.20344 -0.45956 -1.83473  C87 1.172
99 H -3.89975 2.14884 -1.36743  C55 1.095
100 H -4.29537 -3.16268 3.77491  C27 1.095
101 C -1.36504 -0.37901 -4.60333  C42 1.658, O47 1.361, O104 1.472
102 C 3.38390 -4.00519 -3.50611  C51 1.652, H59 1.174, C67 1.667, H106 1.191
103 H 2.03092 -1.22214 0.58898  C115 1.097
104 O -1.38063 -1.80142 -4.22400  C22 1.476, C101 1.472
105 H -5.73841 6.27850 -2.42581  C82 1.094
106 H 2.80963 -4.94066 -3.96939  C102 1.191
107 H -2.09119 6.31456 1.48583  C21 1.093
108 C 3.67727 -0.39496 2.35047  H37 1.092, H52 1.093, N66 1.455, H96 1.096
109 O -2.58115 -1.84015 0.34935  P32 1.548
110 H 4.35426 -2.66214 6.40209  C8 1.096
111 C 6.10878 -3.78044 -3.51657  H65 1.193, C67 1.642, C119 1.640, H123 1.188
112 H -2.72973 1.55178 -4.30166  C42 1.191
113 H -4.56759 4.12510 -2.97521  C127 1.096
114 P -4.59553 4.92594 -0.11505  O10 1.548, N34 1.723, N46 1.780, N91 1.692
115 C 1.52162 -0.94254 1.51935  H17 1.095, N66 1.469, H69 1.098, H103 1.097
116 H -1.81482 -1.16688 2.61199  C71 1.095
117 C 0.71794 -3.29546 -3.71980  H15 1.175, C22 1.670, C51 1.656, H78 1.171
118 H 1.54377 -0.10812 7.17731  C124 1.095
119 C 7.03300 -2.42904 -3.42694  C33 1.640, H63 1.180, C111 1.640, H126 1.193
120 H 3.12208 -3.39634 3.17232  C11 1.095
121 H 2.96547 1.79773 4.13053  C75 1.093
122 H -2.84500 3.99646 -2.54686  C127 1.093
123 H 6.74052 -4.71157 -3.89916  C111 1.188
124 C 1.29978 0.52548 6.31864  N44 1.459, H64 1.096, H79 1.094, H118 1.095
125 H 9.50542 1.24179 -4.34091  C6 1.194
126 H 7.79277 -2.57449 -2.51883  C119 1.193
127 C -3.66349 4.69582 -2.73507  H25 1.096, N46 1.472, H113 1.096, H122 1.093

Properties
Gap between HOMO and LUMO: 0.055 Ha
Net charge: -1
HOMO level: -0.0450 Eh